Molecular formula: C9H13N5PdS
Method: DFT, ωB97M-V/def2-TZVPD

Output
E_tot: -1150.47968 a.u.
LUMO (alpha / beta): 0.57 / 0.60 eV
Gap between HOMO and LUMO (alpha / beta): 7.024 / 7.016 eV
Net charge: 0

```
29
Properties=species:S:1:pos:R:3:forces:R:3
Pd 1.92339 -0.10330 1.20407 0.2 0.0 0.6
C -2.86781 -2.81769 -0.68692 0.0 0.0 0.0
C -2.59345 -1.79220 0.34854 -0.1 0.1 -0.1
N -3.47993 -1.12874 1.02419 0.3 0.1 0.1
N -2.72147 -0.30105 1.80998 -0.3 0.1 0.1
C -1.39712 -0.44091 1.65704 0.2 0.1 0.2
S -0.19122 0.41899 2.48156 -0.1 -0.3 -0.5
N -1.32369 -1.41688 0.71030 0.3 -0.2 -0.2
N -0.17275 -1.94306 0.09754 -0.4 -0.1 0.0
H -3.94407 -2.92989 -0.79007 0.0 0.0 0.0
H -2.43359 -3.78107 -0.41695 0.0 0.0 0.0
H -2.43354 -2.51931 -1.64123 0.0 0.0 0.0
H -3.15668 0.34743 2.44095 0.0 0.0 0.0
H 0.64090 -1.38608 0.45238 -0.1 -0.1 -0.1
H -0.04567 -2.88228 0.46403 0.1 0.0 0.1
C 1.23139 3.37688 -2.28781 0.0 0.1 -0.1
C 0.86159 2.07670 -2.57345 0.0 -0.2 0.1
C 1.00945 1.11041 -1.58779 -0.1 -0.1 -0.2
N 1.48674 1.37831 -0.37632 0.1 0.2 0.2
C 1.83091 2.64109 -0.10257 -0.1 0.1 -0.2
C 1.72290 3.66644 -1.02612 0.0 0.0 0.1
H 1.13843 4.15460 -3.03625 0.0 0.0 0.0
H 0.46459 1.79787 -3.53979 0.0 0.0 0.0
H 0.73619 0.07703 -1.76694 0.0 0.0 0.0
H 2.19999 2.82904 0.89455 0.1 0.0 0.1
H 2.02066 4.66892 -0.75117 0.0 0.0 0.0
C 2.99150 -1.42104 2.06552 -0.1 0.4 -0.5
H 3.66721 -1.17645 2.88986 0.0 -0.1 0.1
H 2.83515 -2.50375 2.04287 0.0 -0.1 0.1
```
Positions in Å, forces in eV/Å.

---

Molecular formula: C9H13NO
Method: DFT, ωB97M-V/def2-TZVPD

Output
E_tot: -480.60915 a.u.
ΔE to the lowest compared entry with this formula, charge and spin: 92.95 kcal per mole
SMILES string: CC1=C[C@@H](C)C(=O)N1.C#CC
LUMO: 0.82 eV
Gap between HOMO and LUMO: 9.187 eV
Net charge: 0

```
24
Properties=species:S:1:pos:R:3:forces:R:3
C 2.66779 -2.10388 -0.10362 -0.3 -1.6 -1.0
C 3.10857 -1.03281 -0.41127 0.0 0.9 1.0
C -0.31170 1.23835 0.40611 0.4 0.3 -0.9
C -1.84707 -0.05391 -0.78571 2.5 -0.1 2.5
C -1.50269 1.33796 -0.55641 0.7 2.5 0.1
C -1.06787 -0.85201 -0.05986 -1.3 -0.8 0.9
C 3.53353 0.35204 -0.25461 0.7 0.0 -4.6
C -2.51039 2.23539 0.23942 -0.4 0.0 1.0
C -1.06125 -2.30207 0.32733 0.9 -2.1 -3.7
N -0.21981 -0.06517 0.69833 2.8 -2.2 2.5
O 0.42436 2.08616 0.84315 0.2 0.9 0.2
H 2.34424 -3.12603 -0.21800 0.1 0.4 0.4
H -2.56002 -0.31703 -1.39604 -3.7 -1.6 -3.1
H -1.25698 1.79208 -1.54295 0.2 0.2 0.8
H 4.33262 0.38316 0.41518 0.6 0.6 1.8
H 2.67619 0.98269 -0.25640 -0.5 0.7 1.3
H 4.03514 0.76152 -1.22524 -0.7 -1.0 1.2
H -3.15631 1.48409 0.81629 0.5 1.5 -0.7
H -3.07033 2.96561 -0.38098 -0.1 -1.0 0.1
H -1.98768 2.93305 0.97625 -0.4 -1.2 -0.9
H -1.46983 -2.54090 1.27154 0.0 0.3 1.4
H 0.05351 -2.61857 0.22558 -2.0 0.1 0.5
H -1.70413 -3.04761 -0.36159 1.6 2.0 1.0
H 0.55012 -0.49213 1.33353 -1.8 1.3 -1.7
```
Positions in Å, forces in eV/Å.

---

Molecular formula: C9H13NO
Method: DFT, ωB97M-V/def2-TZVPD

Output
E_tot: -480.74057 a.u.
ΔE to the lowest compared entry with this formula, charge and spin: 10.48 kcal per mole
SMILES string: Cc1ccccc1.CC(N)=O
LUMO: 0.78 eV
Gap between HOMO and LUMO: 9.399 eV
Net charge: 0

```
24
Properties=species:S:1:pos:R:3:forces:R:3
C -2.92294 0.10236 -2.29850 -0.3 -0.2 -0.6
C -2.63064 -0.74437 -1.09531 0.2 -0.7 0.0
O -1.55140 -1.27505 -0.92687 0.0 0.1 0.0
N -3.69053 -1.00613 -0.27890 -0.7 0.3 0.1
H -3.09727 -0.59424 -3.11908 0.1 -0.3 0.0
H -2.06060 0.68201 -2.60718 0.0 0.3 0.3
H -3.70706 -1.79564 0.34187 0.5 0.0 0.1
H -4.57492 -0.54412 -0.39798 0.1 0.0 -0.2
H -3.85306 0.66382 -2.26204 0.2 0.4 0.3
C 0.13844 -0.73829 1.79558 1.8 0.0 0.8
C 3.57654 -0.05614 0.30549 -0.4 -0.5 -0.2
C 3.47767 1.27031 -0.06367 0.0 0.4 0.3
C 2.50403 -0.68159 0.92190 -0.2 0.0 0.3
C 1.29325 -0.04372 1.11493 -0.6 0.6 0.0
C 2.29425 1.95043 0.18988 -0.3 -0.2 -0.7
C 1.19712 1.28791 0.71668 0.3 0.2 0.1
H 4.38131 -0.71119 0.01949 0.7 0.3 0.2
H 4.30158 1.83458 -0.46228 0.3 -0.2 -0.4
H 2.60081 -1.67282 1.33521 0.1 -0.4 -0.3
H 2.15450 2.95837 -0.18752 0.2 0.1 0.3
H 0.26239 -1.80973 1.68120 -0.9 -0.2 -0.9
H -0.80751 -0.25403 1.58440 -0.2 -0.5 0.0
H 0.30513 1.88260 0.84042 -0.4 -0.3 0.1
H 0.40890 -0.70534 2.85229 -0.6 0.6 0.4
```
Positions in Å, forces in eV/Å.

---

Molecular formula: C9H13NO
Method: DFT, ωB97M-V/def2-TZVPD

Output
E_tot: -480.61746 a.u.
ΔE to the lowest compared entry with this formula, charge and spin: 87.73 kcal per mole
LUMO: 0.66 eV
Gap between HOMO and LUMO: 9.744 eV
Net charge: 0

```
24
Properties=species:S:1:pos:R:3:forces:R:3
C -1.49777 1.15463 -1.53588 0.8 -0.5 -0.3
C -1.86819 -0.01690 -0.62294 -3.6 1.3 -2.8
C -2.03169 -0.69431 1.58909 -2.0 0.2 4.3
C 1.23715 -1.37139 -0.36475 0.8 2.4 0.3
C 0.42452 -0.28829 -0.03250 4.1 -1.5 0.6
C 1.04209 0.85995 0.48609 1.3 -1.4 -1.2
C 2.45556 0.96159 0.44350 0.0 0.0 -1.0
C 3.31486 -0.04163 -0.12297 -1.7 0.7 0.9
C 2.65200 -1.20105 -0.46713 -1.2 -2.9 -1.2
H -0.91065 2.01487 -1.05989 -1.3 -1.2 -0.6
H -2.40427 1.37318 -2.07624 -0.5 0.9 0.1
H -0.88858 0.74842 -2.33924 0.4 -0.1 0.1
H -1.78506 1.32457 1.05633 0.0 -2.1 -1.5
H -1.96288 -1.68758 1.19181 0.0 -0.2 -0.5
H -1.40483 -0.63242 2.52802 0.1 0.2 -1.3
H -3.05723 -0.55344 2.08116 0.9 -0.7 -0.9
H 0.69460 -2.26530 -0.54707 0.2 -1.0 -0.6
H -0.61822 -0.43662 -0.06547 3.2 -1.1 0.4
H 0.38396 1.63372 0.79102 0.1 1.0 0.5
H 2.90867 1.92693 0.61562 0.0 0.1 0.5
H 4.39880 0.11653 -0.22708 -0.7 -0.1 0.0
H 3.04059 -2.13492 -0.96951 0.7 1.4 0.9
N -1.84866 0.34023 0.65570 -2.5 2.7 3.0
O -2.27478 -1.13076 -1.00768 1.0 1.8 0.3
```
Positions in Å, forces in eV/Å.

---

Molecular formula: C9H13NO2S
Method: DFT, ωB97M-V/def2-TZVPD

Output
E_tot: -954.03167 a.u.
ΔE to the lowest compared entry with this formula, charge and spin: 96.30 kcal per mole
LUMO (alpha / beta): -1.28 / -1.55 eV
Gap between HOMO and LUMO (alpha / beta): 7.081 / 7.959 eV
Net charge: 0

```
26
Properties=species:S:1:pos:R:3:forces:R:3
C 2.63788 -0.82211 -0.26270 0.0 -0.2 -0.1
C 3.24605 -1.97440 -0.58232 -0.1 -0.1 -0.4
C 1.86143 -1.16165 -2.45194 0.1 0.0 -0.1
C 1.82341 -0.30488 -1.33970 0.0 -0.2 -0.4
C 0.62837 1.66253 -2.11884 -0.7 0.7 -0.4
C -1.29708 1.70319 1.20786 0.1 -0.3 -0.4
C -2.98594 -0.12739 0.90515 0.5 -0.1 -0.6
C -0.75369 -0.64832 1.95015 -0.1 0.1 -0.4
C -1.45101 0.20262 0.86639 -0.6 0.5 2.2
N 1.12631 0.79536 -1.23243 0.4 -0.3 1.5
O 1.25127 2.17445 -3.02220 0.1 0.0 -0.3
O -1.05033 -0.09092 -0.36710 0.1 -0.3 -1.3
S 2.85816 -2.50006 -2.20236 0.0 0.1 0.3
H 2.73118 -0.30771 0.67486 0.0 0.1 0.2
H 3.90846 -2.57438 0.00903 0.1 -0.1 0.2
H 1.34555 -1.01286 -3.38072 -0.1 0.1 -0.2
H -0.39123 1.98483 -1.84045 0.0 -0.1 -0.2
H -0.24287 1.96710 1.15224 0.1 0.1 0.1
H -1.84167 2.31273 0.49127 -0.1 0.1 -0.1
H -1.67198 1.90064 2.20820 0.0 0.0 0.1
H -3.36004 0.03348 1.91067 0.0 0.0 0.1
H -3.12462 -1.16299 0.61076 -0.1 -0.1 0.1
H -3.50804 0.51278 0.19999 -0.1 0.1 0.0
H -0.84862 -1.70565 1.70818 0.0 -0.1 0.0
H 0.30236 -0.39351 1.97914 0.2 0.0 0.1
H -1.19331 -0.46290 2.92685 0.0 0.0 0.1
```
Positions in Å, forces in eV/Å.

---

Molecular formula: C9H13O3
Method: DFT, ωB97M-V/def2-TZVPD

Output
2S+1: 2
E_tot: -576.28135 a.u.
ΔE to the lowest compared entry with this formula, charge and spin: 48.01 kcal per mole
LUMO (alpha / beta): 0.18 / 0.19 eV
Gap between HOMO and LUMO (alpha / beta): 7.244 / 9.175 eV
Net charge: 0

```
25
Properties=species:S:1:pos:R:3:forces:R:3
C 2.33280 -0.73935 0.30799 0.3 -0.1 -0.5
C 1.36353 0.23677 -0.36061 2.5 2.9 2.0
C 0.62372 -0.23661 -1.48799 -2.5 -0.5 -2.6
C -0.72036 -0.09871 -1.68372 3.1 -0.3 -1.7
C -1.45308 0.68019 -0.79214 -1.5 0.3 2.5
C -0.90202 -0.66742 0.99724 1.7 3.2 -0.1
C 0.08189 0.14791 1.53696 -1.9 -1.1 1.0
O -0.12625 1.48764 1.65233 1.0 0.1 -1.0
O -1.92579 -0.00896 0.31762 -0.1 -0.9 0.7
C -0.85507 -2.10351 0.84459 0.0 -1.0 0.3
C -1.62261 2.11825 -0.76421 -0.2 1.2 -0.5
O 1.54952 1.48738 -0.14563 -0.4 -2.4 -1.0
H 1.91020 -1.74619 0.43105 0.1 0.3 -0.1
H 3.19418 -0.81332 -0.37312 -0.1 -0.1 0.1
H 2.69568 -0.35993 1.27392 -0.1 0.0 -0.5
H 1.25074 -0.64512 -2.28152 -0.1 -0.5 0.2
H -1.25912 -0.44401 -2.57525 0.6 -0.3 0.0
H 0.93318 -0.30896 2.08684 -1.0 0.4 -0.3
H 0.47584 1.91616 0.90956 -0.9 -0.8 1.5
H -0.02832 -2.50644 1.43868 -0.3 -0.1 0.0
H -1.81760 -2.47702 1.21380 0.2 -0.4 -0.2
H -0.70112 -2.37400 -0.21838 -0.3 0.1 0.5
H -0.66886 2.64469 -1.00328 -0.6 -0.2 0.2
H -2.33998 2.38799 -1.56141 0.1 0.4 0.3
H -1.99108 2.42258 0.23669 0.2 -0.1 -0.8
```
Positions in Å, forces in eV/Å.